Entry 1:
{"formula": "H4InO2", "method": "ωB97M-V/def2-TZVPD", "symbols": ["In", "O", "H", "H", "O", "H", "H"], "coordinates": [[0.148736, -1.367599, -0.781631], [-0.714144, -1.376449, 2.002649], [-1.504144, -1.052809, 2.435539], [-0.000294, -1.130909, 2.591169], [0.569806, 1.280471, -1.998951], [0.669896, 1.679631, -2.863181], [0.830146, 1.967661, -1.385591]], "forces_ev_per_a": [[-0.1, 0.9, 0.3], [0.6, -0.9, -1.4], [-1.1, 0.5, 0.1], [0.8, 0.3, 0.5], [-0.8, -1.1, 0.9], [0.2, -0.1, -0.9], [0.3, 0.4, 0.5]], "nbo_charge": [1.572, -0.782, 0.536, 0.522, -0.901, 0.536, 0.517], "s2": 0.76, "fmax_ev_per_a": 1.77, "charge": 2, "multiplicity": 2, "homo_lumo_gap_ev": [11.115, 4.700], "de_lowest_ev": 0.000, "homo_ev": [-21.7, -20.9]}



Entry 2:
{"formula": "C11H34O11", "method": "ωB97M-V/def2-TZVPD", "symbols": ["O", "C", "C", "O", "H", "H", "H", "H", "H", "H", "O", "C", "C", "O", "H", "H", "H", "H", "H", "H", "O", "C", "C", "O", "H", "H", "H", "H", "H", "H", "O", "C", "C", "O", "H", "H", "H", "H", "H", "H", "O", "C", "C", "O", "H", "H", "H", "H", "H", "H", "C", "O", "H", "H", "H", "H"], "coordinates": [[-2.294513, -16.773783, -8.380969], [-2.149408, -15.559339, -7.610210], [-2.445574, -14.332717, -8.346377], [-1.475512, -14.249360, -9.465241], [-1.840762, -16.520601, -9.231676], [-2.934365, -15.664228, -6.805319], [-1.199973, -15.558077, -7.101885], [-2.303281, -13.472084, -7.616359], [-3.440185, -14.347458, -8.675775], [-2.047281, -14.183367, -10.236165], [-5.806090, -14.708315, -0.222846], [-6.380003, -13.612064, 0.370177], [-7.216625, -12.828287, -0.587162], [-8.315101, -13.531896, -0.985331], [-6.371527, -15.461321, -0.092368], [-6.985372, -13.974565, 1.204861], [-5.580015, -13.012099, 0.773748], [-6.674197, -12.656676, -1.527982], [-7.558875, -11.869244, -0.126152], [-8.034907, -14.068901, -1.722819], [-7.136081, -18.089828, -9.100254], [-6.488175, -18.504383, -10.287346], [-4.971615, -18.514138, -10.109080], [-4.559243, -17.101706, -9.880331], [-6.969865, -17.130766, -8.914583], [-6.759615, -19.496990, -10.456545], [-6.695403, -17.841791, -11.137413], [-4.502728, -18.857150, -10.990619], [-4.604790, -19.122736, -9.309163], [-3.750564, -17.071955, -9.294070], [-7.808341, -18.667083, -6.415531], [-6.624060, -18.253009, -5.790535], [-5.975240, -17.034021, -6.405224], [-6.867680, -15.915600, -6.510624], [-7.770783, -18.797905, -7.389496], [-6.838637, -18.061763, -4.742457], [-5.863765, -19.061398, -5.834348], [-5.547226, -17.390598, -7.331709], [-5.113207, -16.640251, -5.803389], [-7.747811, -16.278639, -6.641821], [-4.059719, -15.014859, -11.362458], [-4.895470, -13.905080, -11.230268], [-6.324447, -14.168250, -11.518605], [-6.904802, -15.333855, -10.760483], [-4.491822, -15.768506, -10.851344], [-4.982533, -13.447822, -10.227050], [-4.502156, -13.176887, -11.985796], [-6.547194, -14.394191, -12.553696], [-6.897330, -13.215085, -11.281705], [-6.615448, -15.147255, -9.842187], [-5.890338, -13.131069, -7.810745], [-5.522598, -14.453528, -8.162818], [-5.419994, -12.880409, -6.903175], [-5.630633, -12.399369, -8.605315], [-6.968806, -12.984603, -7.748624], [-5.989250, -15.008868, -7.568960]], "forces_ev_per_a": [[0.9, 1.2, -1.4], [-1.8, -1.8, 2.1], [2.6, 1.5, -0.1], [-1.4, 0.1, 1.1], [-0.3, -0.6, 0.9], [0.8, 0.2, -0.6], [0.6, 0.1, -0.1], [-0.1, -0.7, -1.0], [-1.2, 0.1, -0.7], [0.1, 0.0, -0.4], [1.1, -1.3, -1.2], [-0.4, 0.6, 1.2], [0.9, 1.7, -0.1], [-2.2, -1.2, -0.3], [-0.2, -0.4, 0.0], [-0.3, 0.5, 0.2], [0.3, 0.4, 0.2], [0.7, 0.7, 0.6], [0.4, -0.6, -0.4], [-0.2, -0.3, -0.2], [-0.3, 1.0, 0.4], [1.8, 1.6, 0.5], [-0.3, 2.6, 0.4], [0.1, -1.8, 0.7], [0.0, -1.2, -0.7], [-0.9, -1.6, -0.5], [-0.3, -0.2, 0.2], [0.5, -0.4, -1.2], [-0.1, -0.4, 0.8], [-0.8, 0.0, -0.4], [-1.0, 0.2, -0.3], [1.0, -0.6, 0.0], [0.9, 0.2, 1.0], [0.0, -0.7, -0.1], [0.7, 0.3, 0.7], [-0.3, -0.1, 0.1], [-0.2, 0.3, 0.2], [-0.1, 0.6, -0.8], [-0.7, -0.7, -0.3], [-0.4, -0.1, -0.1], [-0.4, -0.8, 1.0], [0.3, 0.9, -0.5], [-2.6, -0.5, 0.1], [1.2, 2.0, -0.2], [0.8, 0.6, -0.6], [1.2, -0.2, -0.2], [-0.5, -0.1, 0.8], [0.1, -0.2, -0.2], [0.4, -1.1, -0.1], [-0.1, -0.1, -0.4], [-0.6, 0.4, -1.6], [0.7, 1.4, -1.7], [0.5, 0.7, 1.2], [0.4, -0.6, 0.4], [-0.2, -0.4, 0.4], [-1.0, -1.1, 1.2]], "nbo_charge": [-0.744, -0.087, -0.112, -0.750, 0.489, 0.175, 0.180, 0.174, 0.214, 0.490, -0.720, -0.090, -0.084, -0.715, 0.471, 0.163, 0.172, 0.162, 0.174, 0.467, -0.755, -0.082, -0.081, -0.803, 0.487, 0.181, 0.202, 0.176, 0.175, 0.514, -0.752, -0.082, -0.115, -0.748, 0.511, 0.180, 0.165, 0.181, 0.188, 0.495, -0.767, -0.108, -0.088, -0.758, 0.511, 0.155, 0.186, 0.183, 0.162, 0.473, -0.260, -0.776, 0.174, 0.178, 0.173, 0.496], "smiles": "OCCO.OCCO.OCCO.OCCO.OCCO.CO", "fmax_ev_per_a": 3.30, "homo_lumo_gap_ev": 10.162, "de_lowest_ev": 0.288, "homo_ev": -9.9}



Entry 3:
{"formula": "F20Li5N10O40S20", "method": "ωB97M-V/def2-TZVPD", "symbols": ["Li", "Li", "Li", "Li", "Li", "N", "S", "O", "O", "F", "S", "O", "O", "F", "N", "S", "O", "O", "F", "S", "O", "O", "F", "N", "S", "O", "O", "F", "S", "O", "O", "F", "N", "S", "O", "O", "F", "S", "O", "O", "F", "N", "S", "O", "O", "F", "S", "O", "O", "F", "N", "S", "O", "O", "F", "S", "O", "O", "F", "N", "S", "O", "O", "F", "S", "O", "O", "F", "N", "S", "O", "O", "F", "S", "O", "O", "F", "N", "S", "O", "O", "F", "S", "O", "O", "F", "N", "S", "O", "O", "F", "S", "O", "O", "F"], "coordinates": [[2.569972, 0.272201, -3.570431], [-0.028987, -1.252006, 0.865468], [-4.210105, 0.559047, 0.663939], [2.343810, -0.375141, 2.321240], [-0.644995, -2.039527, -1.360953], [3.917568, -1.550812, 1.819271], [4.839158, -2.503890, 2.622573], [5.615734, -3.551488, 2.045667], [4.475345, -2.716640, 4.057880], [5.981611, -1.401279, 2.961300], [3.139692, -2.780684, 0.919050], [1.961845, -2.137871, 0.373071], [3.170738, -4.225661, 1.260521], [4.080261, -2.795099, -0.393171], [-2.601650, -5.617907, -3.785679], [-1.176611, -5.348327, -4.115822], [-0.209819, -5.087754, -3.029651], [-0.966530, -4.777770, -5.489250], [-0.896227, -6.981738, -4.305069], [-2.826583, -3.873321, -3.513728], [-3.343696, -3.134340, -4.689867], [-1.926433, -3.149054, -2.584399], [-4.172821, -4.087700, -2.626797], [5.815169, 1.154074, 0.355045], [6.825690, 0.062048, -0.263277], [7.387441, 0.274434, -1.604548], [6.629662, -1.311336, 0.180901], [8.119720, 0.530427, 0.558137], [4.720142, 0.910034, -0.961154], [3.908082, -0.262179, -0.981809], [5.059316, 1.583925, -2.237451], [3.632145, 1.954681, -0.408371], [-1.333703, -2.785262, 0.430146], [-1.442591, -4.321198, 0.556567], [-2.341856, -5.017991, -0.402180], [-0.998193, -4.918806, 1.768815], [-0.089294, -4.566938, -0.223460], [-2.899379, -2.525151, 1.074075], [-3.057430, -1.115117, 1.456998], [-3.608075, -3.559343, 1.779178], [-3.781111, -2.472802, -0.281885], [0.552940, -0.961693, 2.757109], [0.217657, -1.963560, 3.832719], [-1.204123, -2.432021, 3.939641], [1.085636, -1.963543, 5.047248], [0.816624, -3.264297, 3.082017], [-0.252310, 0.325055, 3.573745], [0.519370, 0.942667, 4.670527], [-1.702840, 0.315100, 3.669989], [0.022304, 1.341761, 2.400143], [-6.490506, 3.076761, -2.615217], [-5.604229, 3.530421, -1.468212], [-4.461101, 4.404471, -1.758142], [-5.486809, 2.536235, -0.368355], [-6.769094, 4.502326, -0.878665], [-5.168321, 2.277697, -3.308248], [-4.392663, 1.240394, -2.636569], [-4.593608, 3.060033, -4.390725], [-6.205208, 1.369001, -4.140360], [-4.678214, 1.158316, 2.553550], [-4.453965, 2.612753, 2.997557], [-3.921688, 2.777623, 4.325697], [-5.154659, 3.730664, 2.356711], [-3.036962, 2.617619, 2.192873], [-6.045614, 1.150296, 3.557788], [-7.274401, 1.806109, 3.155394], [-5.903940, 0.814056, 4.981794], [-6.368224, -0.283380, 2.931413], [3.311343, 1.263373, 2.864438], [3.169050, 2.818547, 2.834745], [4.458917, 3.406253, 2.371069], [2.302653, 3.544876, 3.780864], [2.290079, 3.059494, 1.498378], [3.777924, 1.202879, 4.496614], [3.183239, 0.150029, 5.295426], [4.226850, 2.400815, 5.166302], [5.179468, 0.496923, 4.134892], [2.318333, 4.379971, -5.802436], [0.910338, 3.740534, -5.756840], [0.095055, 3.839803, -4.540983], [0.970124, 2.460457, -6.442791], [0.223767, 4.640032, -6.905285], [2.799060, 3.665651, -4.311578], [2.842557, 2.186513, -4.216831], [2.650867, 4.491417, -3.165557], [4.367119, 4.003709, -4.602623], [-0.459727, -0.100996, -0.656808], [-1.601841, 0.737376, -1.214769], [-1.483951, 1.283511, -2.554723], [-2.561340, 1.296857, -0.292589], [-2.454201, -0.546862, -1.615702], [0.587699, 1.274355, -0.685449], [0.194922, 2.580122, -0.080163], [1.520032, 1.246652, -1.810723], [1.498607, 0.700109, 0.510810]], "forces_ev_per_a": [[0.1, 1.3, 0.7], [0.5, -0.3, 0.7], [0.3, 0.4, -0.2], [0.8, 0.4, -0.1], [-0.6, -0.7, -0.9], [-2.8, -3.3, -2.5], [5.8, 0.4, 9.5], [-0.8, 0.1, -1.2], [-0.9, -0.2, -3.6], [-0.3, -0.4, -1.3], [0.9, -1.5, -3.2], [-0.8, -0.2, 0.8], [-0.9, 4.2, 0.0], [-0.6, -0.1, 1.1], [-3.8, 4.5, 2.0], [8.7, -3.4, -3.0], [-1.6, 0.1, -2.5], [0.1, -0.9, 3.4], [0.2, 0.7, -0.5], [-4.7, 2.6, 0.6], [1.7, -2.0, 2.7], [-1.5, -1.4, -2.1], [1.3, 0.1, -0.7], [-1.5, -2.0, -4.1], [4.4, -1.7, 0.8], [-1.6, -0.5, 1.2], [-0.1, 1.7, -0.9], [-0.1, 0.1, 0.8], [-1.9, 6.0, -0.2], [0.6, -1.1, -0.6], [-0.3, -2.1, 2.2], [1.0, -0.2, 0.2], [-4.0, 2.4, 2.1], [3.4, -8.8, -3.9], [0.8, 2.1, 3.1], [-1.9, 0.5, 1.0], [1.0, 0.7, -1.1], [-3.6, 4.8, -1.2], [1.2, -2.3, -0.1], [2.0, 0.8, -0.1], [0.9, -0.4, 0.4], [-1.5, 4.0, -0.4], [-0.3, -10.6, 6.1], [3.3, 2.2, -0.2], [-2.8, 0.9, -3.0], [0.2, 0.8, -0.3], [-0.8, 6.5, 1.4], [-1.6, -2.4, -2.4], [2.7, -1.0, -0.3], [-0.2, -0.3, -0.1], [2.5, -1.9, -1.9], [0.1, 2.7, 7.5], [-1.8, -1.6, 0.5], [0.4, 1.7, -2.0], [0.7, 0.3, 0.2], [-0.9, -2.6, -5.5], [-1.2, 2.3, -0.3], [-0.1, -0.7, 1.9], [0.0, -0.6, -0.3], [-3.8, 0.3, 2.5], [7.5, 7.0, -2.8], [-1.7, 0.0, 0.2], [0.3, -2.3, 1.6], [-0.3, 0.6, -0.2], [-4.0, -6.5, 1.0], [1.7, 0.9, 0.5], [0.4, 1.4, -2.4], [-0.4, -1.1, 0.2], [-0.8, 0.0, 3.7], [0.3, 7.2, -4.1], [-2.7, -1.0, 1.9], [1.7, -1.8, -1.2], [0.3, -0.9, 0.7], [3.0, -4.2, 1.9], [-0.3, 1.7, -1.5], [-0.9, -0.7, -0.8], [-0.5, 0.8, 0.3], [1.1, -0.8, 3.8], [-4.0, -2.4, -2.3], [1.6, 0.2, -2.2], [-0.8, 0.5, 0.8], [0.0, 0.3, 0.7], [4.9, 0.6, -0.2], [-0.8, 2.3, -0.4], [-1.3, -0.7, 0.0], [-0.6, -0.7, -0.4], [3.9, 2.4, 0.8], [-9.8, 0.2, -4.2], [1.7, 0.5, 2.4], [1.8, 0.5, 0.0], [-0.1, -1.5, 0.0], [5.4, 3.0, 2.2], [-0.2, -4.3, -2.7], [-2.4, -0.4, 1.0], [-0.3, -0.6, -0.6]], "mulliken_charge": [0.878, 2.824, 0.948, 2.153, 0.694, -0.051, 0.800, -0.621, -0.705, -0.324, 0.712, -0.645, -0.627, -0.253, -0.356, 0.948, -0.470, -0.629, -0.387, 0.892, -0.547, -0.237, -0.289, -0.151, 0.879, -0.656, -0.543, -0.339, 0.984, -0.358, -0.588, -0.210, -0.337, 0.687, -0.556, -0.558, -0.310, 1.145, -0.333, -0.685, -0.327, -0.361, 0.606, -0.575, -0.601, -0.286, 0.581, -0.533, -0.430, -0.182, -0.508, 1.037, -0.581, -0.482, -0.353, 1.040, -0.287, -0.641, -0.344, 0.104, 0.944, -0.607, -0.571, -0.254, 0.806, -0.594, -0.610, -0.319, -0.103, 0.658, -0.630, -0.595, -0.175, 0.635, -0.502, -0.643, -0.259, -0.520, 1.119, -0.443, -0.673, -0.315, 1.127, -0.375, -0.564, -0.345, 0.436, 0.101, -0.505, -0.229, -0.322, 0.226, -0.477, -0.254, 0.178], "fmax_ev_per_a": 12.20, "charge": -5, "homo_lumo_gap_ev": 8.162, "homo_ev": -0.8}



Entry 4:
{"formula": "C12H13NPRh", "method": "ωB97M-V/def2-TZVPD", "symbols": ["C", "C", "C", "C", "C", "Rh", "P", "H", "H", "H", "H", "H", "H", "H", "H", "N", "C", "C", "C", "C", "C", "C", "C", "H", "H", "H", "H", "H"], "coordinates": [[0.905193, -0.301291, -2.109581], [-0.583524, 0.183362, -2.482668], [-0.624442, 1.512521, -2.223303], [0.309496, 1.956814, -1.293243], [1.311986, 0.765167, -0.901825], [-0.375326, -0.097902, -0.593596], [0.048624, -2.209650, 0.569746], [1.142032, -1.361616, -2.454379], [-1.522405, -0.286874, -2.947462], [-1.263466, 2.273932, -2.686190], [1.938437, 0.952325, -0.008486], [0.279982, 2.974327, -0.622862], [1.339746, -2.179102, 1.253305], [0.012103, -3.371780, -0.298250], [-0.983838, -2.425624, 1.570561], [-0.689797, 0.453343, 1.674812], [-0.104811, 0.533768, 2.734730], [0.127786, 0.569334, 4.141231], [-1.039292, 0.465180, 4.948919], [-0.959808, 0.344287, 6.333303], [0.259450, 0.354261, 6.965049], [1.474581, 0.472120, 6.218060], [1.368764, 0.583370, 4.797849], [-1.989921, 0.474034, 4.402236], [-1.934960, 0.274951, 6.905439], [0.315357, 0.289118, 8.045209], [2.435768, 0.510152, 6.721910], [2.289785, 0.684372, 4.198885]], "forces_ev_per_a": [[-1.2, 0.2, 0.3], [1.2, -2.3, -4.1], [-0.3, 4.8, 0.5], [2.6, 0.5, 2.8], [-1.2, 2.6, -4.2], [-4.4, -3.0, 7.2], [-0.3, -0.1, 0.5], [0.5, 1.7, 1.1], [2.3, 0.3, -0.1], [-0.4, -0.7, 0.4], [0.5, -0.7, -1.3], [0.1, -2.7, -2.2], [-1.2, -0.6, -0.4], [0.3, 0.4, 1.0], [1.1, -0.3, -0.6], [1.7, 0.3, 0.6], [-1.3, -0.2, 0.4], [-0.5, -0.2, -2.1], [-1.0, -0.1, 0.5], [-2.0, 0.2, -1.0], [1.9, 0.0, 0.7], [-1.7, 0.2, -2.1], [2.2, 0.0, 2.0], [0.2, 0.0, 0.6], [1.4, 0.1, -0.6], [0.0, 0.0, 0.0], [-0.1, 0.0, -0.2], [-0.5, -0.1, 0.4]], "nbo_charge": [-0.318, -0.399, -0.267, -0.279, -0.345, 0.875, 0.079, 0.248, 0.269, 0.251, 0.277, 0.275, 0.069, 0.028, 0.079, -0.705, 0.342, -0.292, -0.238, -0.200, -0.322, -0.208, -0.232, 0.203, 0.207, 0.200, 0.208, 0.195], "s2": 6.04, "fmax_ev_per_a": 8.95, "multiplicity": 5, "homo_lumo_gap_ev": [4.057, 5.458], "de_lowest_ev": 3.064, "homo_ev": [-3.9, -7.8]}